Entry 1:
Below is a cluster of 7 separate species, C3H18IO6 in total at a distorted geometry, with properties calculated with wB97M-V/def2-TZVPD.

Gap between HOMO and LUMO in Ha: 0.315
Largest force on an atom in Eh/bohr: 0.05353
Net charge: -1
Calculated total energy in eV: -23791.9621
Energy relative to the best compared isomer or geometry (same formula, charge and spin) in eV: 0.562

```
28
Properties=species:S:1:pos:R:3:lowdin_charge:R:1
I 0.5877 -1.1938 -0.9678 0.344
O 2.3618 -4.1717 -1.7482 -0.112
H 1.9789 -4.5657 -0.9644 0.012
H 1.8523 -3.3737 -1.8891 -0.129
O 3.3104 0.4664 0.6439 -0.106
H 2.4936 0.1339 0.2718 -0.137
H 3.3795 1.3609 0.3102 0.019
O 2.5859 1.0353 -3.0039 -0.098
H 2.1439 1.0622 -3.8525 0.011
H 2.0014 0.5232 -2.4450 -0.126
O -1.1558 -2.2303 1.8989 -0.123
H -0.8348 -1.7366 1.1442 -0.153
H -0.4778 -2.8859 2.0627 0.017
O 1.1247 -2.1638 -4.3977 -0.100
H 1.2364 -1.2684 -4.7172 0.009
H 0.6482 -2.0667 -3.5733 -0.110
C -1.3121 2.4495 2.8800 -0.049
C -1.6641 1.3498 1.8342 -0.497
C -3.0192 1.5280 1.0683 -0.052
O -0.7412 1.5434 0.8491 -0.113
H -0.4577 2.2685 3.5321 0.073
H -2.1256 2.6448 3.5787 0.058
H -1.3113 3.3991 2.3448 0.073
H -1.6387 0.3644 2.2995 0.115
H -3.8392 1.5884 1.7838 0.060
H -3.3045 0.6178 0.5408 0.071
H -3.0024 2.3904 0.4019 0.077
H -0.8205 0.9308 0.1143 -0.036
```

***

Entry 2:
Below is a structure of composition C13H17ClN3O7PPd, with properties calculated with wB97M-V/def2-TZVPD.

Gap between HOMO and LUMO in Ha: 0.291
Largest force on an atom in Eh/bohr: 0.01126
Calculated total energy in eV: -57843.0014
Energy relative to the best compared isomer or geometry (same formula, charge and spin) in eV: 0.096

```
43
Properties=species:S:1:pos:R:3:lowdin_charge:R:1
Pd 2.0637 0.1736 0.4713 0.856
O 4.8845 -1.0975 3.1326 -0.270
Cl 3.8653 -0.3309 2.5279 0.681
O 4.3009 0.9492 2.0499 -0.324
O 2.7099 -0.1983 3.3689 -0.342
O 3.4392 -1.0918 1.2617 -0.511
C -2.2632 -2.4763 0.0020 -0.182
N -2.0518 -1.8678 1.3159 -0.144
C -1.5644 -2.8947 2.2390 -0.181
N -0.3656 -3.5910 1.7740 -0.144
C -0.6272 -4.1474 0.4471 -0.182
N -1.0829 -3.1583 -0.5320 -0.146
C -0.0202 -2.2118 -0.8811 -0.264
P 0.4943 -1.3117 0.6282 0.969
C -1.1299 -0.7321 1.2353 -0.271
C 0.8058 -2.7106 1.7670 -0.273
H -2.5840 -1.7077 -0.7026 0.131
H -3.0600 -3.2157 0.0972 0.129
H -2.3560 -3.6356 2.3631 0.130
H -1.3605 -2.4376 3.2081 0.132
H -1.4085 -4.9028 0.5461 0.130
H 0.2771 -4.6308 0.0750 0.131
H -0.3721 -1.4979 -1.6285 0.104
H 0.8359 -2.7414 -1.3026 0.103
H -1.5119 0.0331 0.5588 0.093
H -1.0016 -0.2730 2.2174 0.109
H 1.0059 -2.3167 2.7652 0.098
H 1.6952 -3.2540 1.4456 0.102
O 1.4997 3.5542 -3.5651 0.082
C 0.4248 3.8681 -2.8052 -0.253
C -0.4152 4.9192 -3.1735 -0.024
C -1.5142 5.2503 -2.4055 -0.080
C -1.7992 4.5381 -1.2475 -0.086
C -0.9662 3.4984 -0.8822 -0.024
C 0.1498 3.1390 -1.6412 -0.066
C 1.0012 2.0023 -1.1826 -0.572
O 1.9739 1.5862 -1.7992 0.037
O 0.6395 1.4679 -0.0396 -0.221
H 1.5449 4.1726 -4.3038 0.112
H -0.1922 5.4778 -4.0761 0.114
H -2.1499 6.0709 -2.7127 0.106
H -2.6543 4.7944 -0.6378 0.101
H -1.1602 2.9382 0.0217 0.110
```

***

Entry 3:
Below is a structure of composition C5H8O at a distorted geometry, with properties calculated with wB97M-V/def2-TZVPD.

Gap between HOMO and LUMO in Ha: 0.348
Largest force on an atom in Eh/bohr: 0.02407
Calculated total energy in eV: -7356.8982
Energy relative to the best compared isomer or geometry (same formula, charge and spin) in eV: 5.357

```
14
Properties=species:S:1:pos:R:3:lowdin_charge:R:1
C -0.0541 1.5765 0.0701 -0.089
C -0.3500 0.4287 -0.8832 -0.308
C 0.5375 -0.7620 -1.0294 -0.143
C -0.6373 -0.9699 -0.4024 -0.199
C -0.3148 -1.0664 1.5728 -0.078
O -1.0985 -1.0529 2.4114 0.121
H 0.5846 1.2709 0.9036 0.055
H 0.4639 2.3827 -0.4612 0.074
H -0.9820 1.9891 0.4838 0.077
H -0.8868 0.7636 -1.7790 0.121
H 1.5906 -0.7826 0.2722 0.068
H 1.1578 -1.2260 -1.7824 0.105
H -1.4622 -1.6661 -0.4761 0.117
H 1.4515 -0.9034 1.0785 0.078
```

***

Entry 4:
Below is a cluster of 5 separate species, C29H50N2O18P2S in total at a distorted geometry, with properties calculated with wB97M-V/def2-TZVPD.

Gap between HOMO and LUMO in Ha: 0.301
Largest force on an atom in Eh/bohr: 0.07108
Calculated total energy in eV: -100130.0415
SMILES: COCCCCCc1ccc2nc([PH2]=O)c([PH2]=O)nc2c1CCCS(=O)(=O)O.COC(=O)OC.COC(=O)OC.COC(=O)OC.COC(=O)OC

```
102
Properties=species:S:1:pos:R:3:lowdin_charge:R:1
C -2.4149 1.5097 -2.7952 -0.105
O -1.9807 0.1638 -2.9309 -0.212
C -3.0147 -0.7718 -2.6702 -0.235
C -2.5155 -2.1977 -2.3200 -0.141
C -1.1082 -2.2900 -1.6796 -0.171
C -1.1017 -3.1045 -0.3356 -0.152
C -0.6665 -2.2226 0.8782 -0.119
C -1.8926 -1.4036 1.2981 -0.137
C -2.1134 -0.1821 0.5745 0.002
C -3.1858 0.5650 0.8702 -0.023
C -4.1025 0.1840 1.8680 -0.198
N -5.1670 0.9911 2.1000 0.157
C -5.9913 0.5701 3.0256 -0.362
P -7.4788 1.6600 3.2788 0.691
O -7.7881 2.3766 2.0264 -0.443
C -5.7473 -0.6333 3.7532 -0.362
P -6.9666 -1.1882 5.0307 0.698
O -7.8219 -2.2326 4.4164 -0.448
N -4.7182 -1.4340 3.5924 0.163
C -3.8953 -0.9877 2.6083 -0.146
C -2.7467 -1.7760 2.2864 -0.118
C -2.4966 -3.0459 3.0855 -0.115
C -1.8520 -2.6288 4.4398 -0.196
C -0.8215 -3.6478 4.9893 -0.210
S 0.8529 -3.3846 4.4073 0.586
O 1.1096 -4.2813 3.3245 -0.273
O 1.8013 -3.6588 5.4507 -0.298
O 1.0795 -1.8528 3.9735 -0.158
H -1.6560 2.0742 -2.2349 0.086
H -2.5011 1.9397 -3.8043 0.089
H -3.3699 1.6110 -2.2651 0.081
H -3.6550 -0.7965 -3.5711 0.123
H -3.6836 -0.4477 -1.8573 0.100
H -2.6043 -2.8106 -3.2233 0.106
H -3.2346 -2.6013 -1.5957 0.101
H -0.6600 -1.3233 -1.4440 0.081
H -0.4071 -2.7781 -2.3644 0.105
H -2.1106 -3.4630 -0.0981 0.103
H -0.4345 -3.9622 -0.4711 0.109
H 0.0966 -1.4920 0.5888 0.123
H -0.3092 -2.8445 1.6985 0.071
H -1.4306 0.1341 -0.2069 0.118
H -3.3677 1.4765 0.3047 0.123
H -8.6020 0.8730 3.6231 0.013
H -7.1363 2.5625 4.3195 0.018
H -6.2599 -1.7417 6.1255 0.018
H -7.7951 -0.1121 5.4243 -0.011
H -1.7970 -3.7152 2.5816 0.104
H -3.4217 -3.5951 3.2811 0.121
H -1.3469 -1.6592 4.3691 0.107
H -2.6220 -2.5294 5.2143 0.109
H -0.7923 -3.5169 6.0784 0.106
H -1.1060 -4.6912 4.8277 0.120
H 1.5104 -1.3768 4.7009 0.097
C 2.4383 3.7227 1.0844 -0.030
O 1.0722 3.3204 0.9430 0.003
C 0.3162 3.5608 2.0138 -0.620
O 0.6838 4.0677 3.0410 0.127
O -0.9213 3.1353 1.7491 -0.005
C -1.8510 3.3251 2.8163 -0.037
H 2.9416 3.4752 0.1534 0.096
H 2.5065 4.7976 1.2477 0.100
H 2.9184 3.1819 1.8978 0.080
H -1.9640 4.3819 3.0532 0.100
H -1.5395 2.7686 3.7000 0.099
H -2.8106 2.9373 2.4823 0.075
C 4.3077 -2.1112 -3.9197 -0.031
O 3.8776 -0.8855 -4.5150 0.001
C 2.6138 -0.5571 -4.2436 -0.609
O 1.8460 -1.1858 -3.5675 0.134
O 2.3423 0.5976 -4.8576 -0.054
C 1.0051 1.0594 -4.6411 -0.022
H 5.3426 -2.2630 -4.2145 0.095
H 4.2548 -2.0503 -2.8337 0.098
H 3.7108 -2.9456 -4.2843 0.099
H 0.8264 1.2447 -3.5833 0.095
H 0.2833 0.3434 -5.0291 0.101
H 0.8952 1.9959 -5.1837 0.099
C 5.5919 4.2703 3.9847 -0.033
O 5.0384 3.1217 3.3390 -0.014
C 5.1726 1.9872 4.0295 -0.620
O 5.7006 1.8717 5.1026 0.132
O 4.6148 1.0044 3.3197 0.001
C 4.6815 -0.2806 3.9408 -0.035
H 5.4199 5.1197 3.3286 0.093
H 5.0949 4.4531 4.9359 0.100
H 6.6640 4.1491 4.1315 0.098
H 4.1478 -0.2742 4.8911 0.095
H 5.7157 -0.5879 4.0837 0.101
H 4.1975 -0.9909 3.2747 0.093
C 4.9610 0.1065 -11.0126 -0.047
O 5.3820 0.1800 -9.6513 0.001
C 4.5290 0.8249 -8.8486 -0.622
O 3.4845 1.3200 -9.1861 0.122
O 5.0345 0.8222 -7.6199 0.017
C 4.2162 1.4852 -6.6447 -0.031
H 5.7307 -0.4353 -11.5564 0.091
H 4.0210 -0.4374 -11.0964 0.097
H 4.8629 1.1035 -11.4398 0.097
H 3.2617 1.0036 -6.5674 0.072
H 4.0952 2.5378 -6.9060 0.105
H 4.7268 1.4181 -5.6898 0.095
```